{"formula": "C39H43ClOsP2Si2", "method": "ωB97M-V/def2-TZVPD", "species": ["Os", "Cl", "P", "P", "Si", "Si", "C", "C", "C", "C", "C", "C", "C", "C", "C", "C", "C", "C", "C", "C", "C", "C", "C", "C", "C", "C", "C", "C", "C", "C", "C", "C", "C", "C", "C", "C", "C", "C", "C", "C", "C", "C", "C", "C", "C", "H", "H", "H", "H", "H", "H", "H", "H", "H", "H", "H", "H", "H", "H", "H", "H", "H", "H", "H", "H", "H", "H", "H", "H", "H", "H", "H", "H", "H", "H", "H", "H", "H", "H", "H", "H", "H", "H", "H", "H", "H", "H", "H"], "coordinates": [[-0.219515, 0.296984, 0.071660], [-6.745116, -1.165620, -2.957981], [0.563147, -2.857741, 0.554760], [3.063306, -1.253424, 0.327275], [-8.207741, 0.022281, -3.661141], [-2.344433, 0.500908, -1.136112], [-8.660337, 1.290344, -2.396839], [-9.421747, 3.177741, -0.429933], [1.552883, -2.970827, 1.951791], [-9.488342, 3.509730, -1.792083], [2.604971, -1.989087, 1.929345], [-6.670471, 2.178052, -7.509069], [1.388677, -3.728903, 3.116287], [-4.540431, 3.617122, 1.433845], [-6.578169, 1.834018, -5.101834], [-8.983673, 1.899335, -0.052836], [-3.048865, 0.985289, -5.107391], [-4.136981, 3.924161, 0.130357], [-1.114848, 1.884249, -3.279886], [-0.262757, 1.641536, 1.498285], [-3.613268, 1.392114, 1.227913], [-7.612597, 0.898309, -5.175864], [-4.293069, 2.354610, 1.982547], [1.302088, -3.892966, -0.720020], [-9.117482, 2.566355, -2.766335], [0.748631, 0.698548, 1.767771], [-8.174131, 0.601030, -6.430197], [-2.137322, 1.014438, -2.884868], [3.078546, -2.470942, 4.300928], [1.198446, 1.676662, -0.275604], [-2.043874, 1.874523, -5.510873], [-1.080747, 2.331955, -4.604163], [-3.114165, 0.545277, -3.783967], [-8.616123, 0.963949, -1.032194], [4.835187, -0.831132, 0.692523], [-6.104145, 2.474550, -6.260928], [3.234526, -1.698614, 3.149545], [1.633588, 0.764275, 0.689329], [-0.811310, -2.032366, -0.435467], [-7.709652, 1.237882, -7.590612], [0.002580, 2.240622, 0.244559], [2.911671, -0.924473, -1.468701], [-3.193889, 1.726878, -0.067594], [2.158693, -3.529956, 4.245829], [-3.464172, 2.973445, -0.638439], [0.584728, -4.465007, 3.139106], [3.670324, -2.334893, 5.208349], [1.737439, -0.836534, -1.363817], [-0.574243, 3.031782, -0.241862], [-8.983707, -0.128591, -6.487161], [1.826527, -3.283394, -1.461091], [-4.333720, 4.900423, -0.313064], [-0.455331, -1.218470, -1.146852], [-1.397677, -2.713123, -1.066390], [-5.048409, 4.377904, 2.028156], [-9.183635, 2.840802, -3.822387], [3.887019, -0.337297, -1.509721], [-8.151403, 1.006264, -8.570041], [-6.297050, 2.675084, -8.410834], [5.221990, -1.650473, 1.329123], [-0.377059, 2.247133, -2.560752], [-9.832162, 4.505485, -2.095600], [-9.723429, 3.906031, 0.330105], [2.601108, 0.198607, 0.651439], [3.945903, -0.887992, 3.205947], [-1.096591, 1.856917, 2.181338], [-5.284799, 3.200114, -6.185451], [5.506531, -0.755233, -0.164384], [1.959305, -4.711459, -0.487957], [-8.287200, -0.027730, -0.719682], [-3.183522, 3.156391, -1.676960], [-4.624821, 2.108237, 2.993319], [-3.805936, 0.641009, -5.816975], [-3.023480, -0.817496, -1.059862], [0.871808, 0.068926, 2.660628], [-1.402414, -1.403869, 0.300846], [1.695246, 1.926069, -1.219600], [-3.908530, -0.104160, -3.409305], [-0.303826, 3.040788, -4.894365], [-9.399169, -0.772034, -3.969641], [-6.119625, 2.078731, -4.141117], [-3.439209, 0.384999, 1.612720], [2.055196, -4.220277, 5.097494], [-2.012947, 2.214102, -6.547378], [3.167470, -1.333607, -2.546607], [5.007906, 0.126176, 1.248450], [-8.939398, 1.632317, 1.009719], [0.423154, -4.344485, -1.191322]], "forces_ev_per_angstrom": [[-4.1840, -6.9203, -4.6875], [0.9552, -0.8302, 0.5389], [-0.8740, -1.2090, -2.0177], [3.6776, -3.1765, 0.5375], [-1.1488, 1.1811, -0.5964], [-1.7578, 0.4558, -0.6775], [-0.0902, 0.2699, 0.7170], [0.1112, -0.2645, -0.3519], [2.8789, 1.1625, 2.4713], [0.0625, -0.2754, 0.0448], [-1.4014, -1.6072, 0.7580], [-0.1058, -0.2127, 0.3403], [-1.1308, -0.0065, -0.4231], [0.1182, 0.0759, -0.0097], [0.3231, 0.3727, -0.6504], [-0.0454, 0.0530, -0.1745], [-0.2509, -0.1354, 0.0525], [0.1703, -0.0587, -0.4363], [-0.2895, 0.1946, -0.6890], [-1.2444, 2.6232, 3.0695], [-0.4163, 0.7060, 0.2715], [0.0522, -0.1729, -0.5843], [0.1840, -0.5050, -0.0710], [-0.7271, 0.0151, -0.9420], [-0.0233, 0.2944, 0.3773], [1.2749, -0.1129, 3.3168], [0.2843, 0.3552, -0.1703], [0.1360, -0.2712, 0.2791], [-0.8028, -0.7589, -0.5351], [1.0567, 2.0354, -1.0104], [0.0644, -0.0539, 0.1315], [0.0043, -0.0995, 0.3124], [0.6208, 0.4807, -0.1676], [-0.0899, 0.5536, 0.3382], [0.4928, 0.0160, 0.8125], [-0.1540, -0.2182, 0.1581], [1.2008, 0.1478, -0.1278], [2.8200, 1.0523, 0.9588], [0.8356, 0.9844, 0.6333], [0.0574, 0.0660, -0.0093], [0.0183, 3.9277, -0.1635], [-0.3425, -1.2539, -1.9289], [-0.0014, -0.5741, -0.3120], [0.5775, -0.1246, 0.5765], [-0.2237, 0.4990, 0.5981], [0.2436, 0.0336, 0.0083], [-0.2384, 0.3625, -0.3927], [2.3224, 1.6627, -1.2342], [0.1163, -0.4393, 0.2787], [0.2089, 0.1867, -0.1044], [-0.2335, -0.0380, -0.1189], [-0.1159, -0.2207, 0.2615], [0.4833, -0.7018, -0.8380], [-0.3700, 0.3202, 0.4951], [0.1089, -0.2544, -0.1633], [0.0561, -0.0727, 0.3106], [-2.0930, 1.3217, 0.3088], [0.1924, 0.0901, 0.5468], [-0.2056, -0.2147, 0.3590], [-0.0977, 0.4778, -0.3110], [-0.2022, -0.1221, -0.2240], [0.1277, -0.4615, 0.1104], [0.1411, -0.2936, -0.3110], [-0.8040, 1.9887, 0.3235], [0.1772, 0.0623, -0.1151], [0.4012, -0.0517, -0.6176], [-0.3836, -0.2676, -0.0449], [-0.3885, -0.1985, -0.2575], [0.2773, -0.1256, 0.8396], [-0.0471, 0.2124, -0.0504], [-0.0568, 0.1831, 0.3380], [0.0315, 0.1628, -0.3291], [0.2932, 0.1980, 0.1802], [-0.0433, 0.0493, 0.0130], [-0.2038, 0.4457, -0.5263], [-0.4587, -1.2162, -0.0097], [-0.3675, -0.2005, 0.4435], [0.1396, 0.0906, -0.4000], [-0.2794, -0.2325, -0.1313], [0.0346, -0.3370, -0.1215], [-0.1454, -0.0502, -0.1643], [-0.0424, 0.3000, 0.0413], [-0.0179, 0.4829, -0.4626], [-0.0219, -0.1003, 0.3041], [-0.7773, -1.0749, 2.3443], [-0.5583, -0.6906, -0.2897], [-0.0382, 0.0763, -0.4655], [0.1623, -0.0232, -0.3812]], "energy_ha": -3323.4913, "gap_ev": [5.385, 3.754], "spin_multiplicity": 5, "s2": 6.02, "total_charge": 2, "relative_energy_ev": 4.603, "e_homo_ev": [-12.0976, -12.3837]}